ORCA calculation (wB97M-V/def2-TZVPD) on one molecule with the formula C2H6N2O3.

HOMO-LUMO gap = 10.4984 eV
DFT total energy = -414.95520 Eh
SMILES = CN(O)OC(N)=O
energy relative to the best compared isomer or geometry (same formula, charge and spin) = 3.821 eV
charge = 0

Cartesian coordinates (Å):
C (0.874, -1.101, -1.100)
N (1.136, 0.204, -0.497)
O (0.680, 1.222, -1.421)
O (0.462, 0.364, 0.793)
C (-0.888, 0.123, 0.836)
N (-1.401, 0.552, 2.024)
O (-1.606, -0.390, -0.006)
H (0.904, -1.899, -0.351)
H (-0.078, -1.147, -1.639)
H (1.660, -1.317, -1.831)
H (1.506, 1.720, -1.560)
H (-2.405, 0.529, 2.128)
H (-0.844, 1.139, 2.625)